[1]
Molecular formula: C30H62BO17PS
Method: DFT, wB97M-V/def2-TZVPD

Summary:
* SMILES: CCOB(O)P(CCCCS(=O)(=O)O)CCCC(=O)O.CCOC(C)=O.CCOC(C)=O.CCOC(C)=O.CCOC(C)=O.CCOC(C)=O
* multiplicity: 1
* E: -87726.14393 eV
* HOMO-LUMO gap: 8.0 eV
* LUMO energy: 0.290 eV

CARTESIAN COORDINATES (ANGSTROEM)
C (0.95, 4.66, -0.12)
C (-0.23, 4.22, 0.69)
O (-0.33, 2.79, 0.81)
B (-0.64, 2.03, -0.26)
O (-1.13, 2.57, -1.45)
P (-0.26, 0.13, -0.21)
C (0.83, -0.03, 1.28)
C (2.36, 0.09, 1.00)
C (2.75, 0.27, -0.46)
C (4.27, 0.19, -0.66)
S (4.62, 0.14, -2.41)
O (5.99, 0.49, -2.66)
O (3.60, 0.89, -3.10)
O (4.42, -1.38, -2.74)
C (-1.84, -0.72, 0.20)
C (-2.66, -0.79, -1.09)
C (-4.14, -1.18, -0.85)
C (-5.07, -0.37, -1.70)
O (-6.03, 0.25, -1.30)
O (-4.75, -0.41, -3.05)
H (1.89, 4.31, 0.29)
H (0.99, 5.75, -0.10)
H (0.89, 4.36, -1.17)
H (-1.14, 4.63, 0.26)
H (-0.12, 4.61, 1.70)
H (-2.03, 2.91, -1.39)
H (0.55, 0.71, 2.03)
H (0.62, -1.00, 1.73)
H (2.88, -0.77, 1.44)
H (2.72, 0.96, 1.54)
H (2.43, 1.25, -0.80)
H (2.29, -0.49, -1.09)
H (4.82, 1.03, -0.25)
H (4.65, -0.75, -0.25)
H (3.43, -1.54, -2.73)
H (-1.62, -1.74, 0.53)
H (-2.41, -0.24, 1.00)
H (-2.18, -1.48, -1.78)
H (-2.63, 0.20, -1.56)
H (-4.28, -2.22, -1.14)
H (-4.40, -1.08, 0.19)
H (-4.37, 0.44, -3.30)
C (-0.52, 8.51, 3.69)
C (-0.21, 9.23, 2.40)
O (-0.17, 8.34, 1.28)
C (-1.27, 7.98, 0.59)
C (-2.64, 8.34, 1.11)
O (-1.11, 7.31, -0.39)
H (-1.51, 8.06, 3.67)
H (-0.47, 9.20, 4.53)
H (0.20, 7.70, 3.85)
H (-0.89, 10.06, 2.21)
H (0.80, 9.66, 2.44)
H (-3.00, 7.51, 1.72)
H (-3.30, 8.47, 0.26)
H (-2.66, 9.25, 1.71)
C (-0.95, -2.41, -6.36)
C (-1.00, -1.49, -5.17)
O (-0.09, -1.89, -4.14)
C (1.19, -1.52, -4.12)
C (1.83, -0.86, -5.30)
O (1.82, -1.80, -3.12)
H (0.03, -2.39, -6.85)
H (-1.70, -2.12, -7.10)
H (-1.15, -3.44, -6.05)
H (-0.83, -0.45, -5.44)
H (-1.98, -1.54, -4.69)
H (2.30, -1.62, -5.92)
H (2.59, -0.18, -4.93)
H (1.13, -0.28, -5.91)
C (2.50, 6.31, 7.51)
C (1.65, 5.27, 6.80)
O (1.29, 5.68, 5.48)
C (2.08, 5.47, 4.41)
C (3.51, 5.03, 4.61)
O (1.64, 5.71, 3.32)
H (3.46, 6.45, 7.00)
H (2.70, 5.99, 8.53)
H (1.99, 7.26, 7.53)
H (2.12, 4.29, 6.78)
H (0.70, 5.15, 7.32)
H (4.15, 5.91, 4.63)
H (3.79, 4.42, 3.75)
H (3.68, 4.45, 5.51)
C (-1.14, -4.72, -2.23)
C (-0.63, -6.11, -2.54)
O (-1.48, -7.13, -1.99)
C (-2.57, -7.60, -2.62)
C (-3.10, -6.88, -3.83)
O (-3.12, -8.56, -2.15)
H (-2.12, -4.54, -2.67)
H (-0.44, -3.97, -2.60)
H (-1.23, -4.60, -1.15)
H (-0.49, -6.27, -3.61)
H (0.34, -6.26, -2.06)
H (-3.86, -6.18, -3.51)
H (-3.56, -7.62, -4.48)
H (-2.34, -6.35, -4.40)
C (-0.35, -9.83, 3.14)
C (-1.11, -8.65, 2.58)
O (-0.27, -7.51, 2.39)
C (0.46, -7.33, 1.27)
C (0.61, -8.47, 0.29)
O (1.00, -6.27, 1.10)
H (0.42, -10.18, 2.45)
H (-1.03, -10.66, 3.34)
H (0.14, -9.56, 4.07)
H (-1.64, -8.90, 1.66)
H (-1.86, -8.32, 3.30)
H (1.53, -9.01, 0.51)
H (0.69, -8.03, -0.71)
H (-0.22, -9.16, 0.27)

[2]
Molecular formula: C20H17N2O5S
Method: DFT, wB97M-V/def2-TZVPD

Summary:
* charge: -1
* multiplicity: 1
* E: -45066.40026 eV
* energy relative to the best compared isomer or geometry (same formula, charge and spin): 54.0 kJ/mol
* HOMO-LUMO gap: 5.7 eV
* LUMO energy: 2.264 eV

CARTESIAN COORDINATES (ANGSTROEM)
C (-5.98, 3.71, 0.35)
C (-4.72, 3.14, -0.20)
C (-4.46, 1.78, -0.11)
C (-3.29, 1.25, -0.61)
C (-2.36, 2.06, -1.22)
S (-0.84, 1.38, -1.93)
N (0.19, 1.45, -0.62)
C (1.30, 0.88, -0.79)
C (2.35, 0.87, 0.22)
C (3.62, 0.35, -0.06)
C (4.61, 0.36, 0.89)
C (4.36, 0.88, 2.15)
C (3.11, 1.38, 2.45)
C (2.12, 1.38, 1.49)
O (-1.15, -0.02, -2.38)
O (-0.40, 2.39, -2.96)
C (-2.60, 3.41, -1.31)
C (-3.77, 3.95, -0.81)
H (-6.02, 4.80, 0.20)
H (-6.85, 3.28, -0.14)
H (-6.06, 3.52, 1.42)
H (-5.19, 1.14, 0.36)
H (-3.10, 0.19, -0.55)
H (1.50, 0.39, -1.73)
H (3.82, -0.05, -1.04)
H (5.59, -0.04, 0.66)
H (5.13, 0.87, 2.90)
H (2.91, 1.77, 3.43)
H (1.14, 1.76, 1.71)
H (-1.88, 4.03, -1.80)
H (-3.96, 5.00, -0.89)
O (0.20, -2.01, 0.09)
C (0.84, -3.04, -0.16)
C (1.30, -3.90, 0.89)
N (1.01, -3.61, 2.29)
O (-0.16, -3.70, 2.69)
O (1.95, -3.34, 3.04)
C (2.04, -5.01, 0.60)
C (2.35, -5.33, -0.71)
C (1.91, -4.52, -1.76)
C (1.17, -3.40, -1.50)
H (2.38, -5.63, 1.42)
H (2.93, -6.21, -0.91)
H (2.15, -4.80, -2.77)
H (0.82, -2.77, -2.30)

[3]
Molecular formula: C24H31NO6S
Method: DFT, wB97M-V/def2-TZVPD

Summary:
* SMILES: CCc1ccc2c(c1)Sc1ccc(CC(=O)O)cc1N2.CCOC(C)=O.CCOC(C)=O
* multiplicity: 1
* E: -50000.97160 eV
* HOMO-LUMO gap: 7.3 eV
* LUMO energy: 0.698 eV

CARTESIAN COORDINATES (ANGSTROEM)
C (4.35, -1.21, 1.66)
C (3.60, -1.45, 0.33)
C (2.23, -0.75, 0.25)
C (1.76, -0.45, -1.04)
C (0.51, 0.15, -1.19)
C (-0.26, 0.45, -0.06)
C (0.24, 0.18, 1.21)
C (1.49, -0.44, 1.38)
S (-0.78, 0.66, 2.59)
C (-2.39, 0.26, 1.91)
C (-3.38, -0.25, 2.73)
C (-4.62, -0.59, 2.19)
C (-4.81, -0.40, 0.82)
C (-6.14, -0.80, 0.18)
C (-6.18, -2.32, -0.04)
O (-6.81, -2.82, -0.93)
O (-5.46, -3.12, 0.80)
C (-3.81, 0.15, 0.01)
C (-2.56, 0.49, 0.54)
N (-1.55, 1.04, -0.28)
H (5.11, -2.00, 1.78)
H (4.87, -0.25, 1.67)
H (3.68, -1.31, 2.52)
H (3.41, -2.52, 0.25)
H (4.22, -1.12, -0.51)
H (2.34, -0.67, -1.93)
H (0.11, 0.40, -2.17)
H (1.80, -0.66, 2.39)
H (-3.15, -0.38, 3.79)
H (-5.40, -0.99, 2.83)
H (-6.96, -0.57, 0.87)
H (-6.26, -0.35, -0.80)
H (-5.17, -3.87, 0.26)
H (-4.03, 0.26, -1.06)
H (-1.77, 0.88, -1.25)
C (-2.51, 6.95, 1.26)
C (-3.38, 5.77, 1.63)
O (-2.77, 4.53, 1.28)
C (-1.88, 3.88, 2.05)
C (-1.27, 4.60, 3.24)
O (-1.53, 2.77, 1.76)
H (-1.56, 6.94, 1.79)
H (-3.02, 7.89, 1.48)
H (-2.28, 6.92, 0.19)
H (-3.66, 5.78, 2.69)
H (-4.32, 5.81, 1.07)
H (-0.33, 5.06, 2.93)
H (-1.07, 3.87, 4.01)
H (-1.92, 5.36, 3.68)
C (6.58, -2.88, -4.36)
C (6.31, -3.49, -3.00)
O (5.04, -3.07, -2.49)
C (3.87, -3.67, -2.78)
C (3.82, -4.66, -3.92)
O (2.88, -3.36, -2.19)
H (5.85, -3.21, -5.10)
H (7.58, -3.16, -4.71)
H (6.52, -1.79, -4.31)
H (6.38, -4.58, -3.01)
H (7.05, -3.13, -2.29)
H (3.53, -4.14, -4.83)
H (3.07, -5.41, -3.69)
H (4.76, -5.19, -4.09)

[4]
Molecular formula: C2H4F6LiNO6S2
Method: DFT, wB97M-V/def2-TZVPD

Summary:
* multiplicity: 1
* E: -54088.27027 eV
* energy relative to the best compared isomer or geometry (same formula, charge and spin): 728.6 kJ/mol
* HOMO-LUMO gap: 9.4 eV
* LUMO energy: -0.843 eV

CARTESIAN COORDINATES (ANGSTROEM)
Li (-3.48, 0.41, 1.52)
C (-2.66, 2.49, -0.46)
F (-3.78, 3.00, -0.98)
F (-1.63, 3.16, -1.03)
F (-2.68, 2.72, 0.86)
S (-2.60, 0.63, -0.88)
O (-3.01, 0.51, -2.28)
O (-1.19, 0.29, -0.65)
N (-3.63, -0.16, 0.32)
S (-3.74, -1.57, -0.34)
O (-4.81, -1.74, -1.28)
O (-2.47, -2.28, -0.60)
C (-4.44, -2.57, 1.17)
F (-4.22, -3.94, 1.01)
F (-3.99, -2.17, 2.34)
F (-5.78, -2.43, 1.21)
O (-2.21, 0.47, 2.12)
H (-1.87, 1.05, 2.79)
H (-1.86, -0.39, 2.35)
O (-4.63, 1.20, 1.80)
H (-4.96, 1.08, 2.69)
H (-5.36, 1.61, 1.33)